13
Properties=species:S:1:pos:R:3:mulliken_charge:R:1 method="wB97M-V/def2-TZVPD" mol_weight_da=233.9 de_lowest_kj_mol=83.5 fmax_ev_per_a=3.57 smiles=C[C@@H](Br)C(O)(O)Br homo_ev=-9.9 gap_ha=0.357 e_tot_ev=-147387.613
H -1.0751 -1.3650 1.9223 0.3936
C -0.5104 -0.8536 0.1509 0.5001
O -0.5423 -0.6719 1.5245 -0.4416
O -0.3027 -2.0864 -0.3244 -0.4523
C 0.4749 1.6297 0.1562 -1.2325
H -0.3099 2.2735 -0.0566 0.3656
H 0.1173 -1.9564 -1.2315 0.3334
Br 2.2921 -0.5228 -0.6063 -0.0861
C 0.4509 0.2243 -0.4646 -0.2583
Br -2.5972 -0.4235 -0.6927 -0.3223
H 0.4632 1.5208 1.2065 0.3721
H 1.5150 1.9354 -0.0421 0.3599
H 0.0242 0.2958 -1.5423 0.4682


13
Properties=species:S:1:pos:R:3:mulliken_charge:R:1 method="wB97M-V/def2-TZVPD" mol_weight_da=182.1 de_lowest_kj_mol=421.9 charge=+1 fmax_ev_per_a=3.61 homo_ev="-13.4 / -12.6" gap_ha="0.301 / 0.306" e_tot_ev=-87055.107
H -1.8752 1.1743 1.5730 0.3938
H 1.0014 -1.8037 -1.6647 0.3444
C -0.9218 1.1469 1.1730 -0.4836
H -1.4722 2.6692 -0.2874 0.3874
C 0.9743 -0.6010 0.0099 0.0855
H -0.0424 -2.3887 -0.6383 0.3663
H -0.2061 1.7589 1.7205 0.3509
S -0.3371 -0.5683 1.0953 -0.1114
Br 2.5613 0.3202 -0.0464 0.0338
H 1.6554 -2.5479 -0.5351 0.3499
N -1.0557 1.1231 -1.3992 -0.4084
N 0.8444 -1.9094 -0.7207 -0.3323
C -1.1263 1.6263 -0.2798 0.0237